[1]
# C24H22N2O5

An isolated molecule of C24H22N2O5 (wB97M-V/def2-TZVPD, OMol25).

Geometry (Å):
C -2.15 1.66 -1.68
O -0.91 1.44 -2.31
C -0.08 0.49 -1.79
C -0.42 -0.35 -0.74
C 0.51 -1.27 -0.27
N 0.24 -2.15 0.77
C -0.85 -2.06 1.69
C -2.22 -2.14 1.06
C -2.73 -3.07 0.17
C -4.04 -2.91 -0.26
C -4.82 -1.86 0.20
C -4.31 -0.92 1.09
C -3.00 -1.08 1.51
C -2.18 -0.22 2.40
O -2.49 0.80 2.97
N -0.95 -0.82 2.46
C 0.16 -0.25 3.18
C 1.05 0.54 2.26
C 2.36 0.15 2.00
C 3.15 0.81 1.06
C 2.57 1.86 0.38
C 1.26 2.27 0.66
C 0.49 1.63 1.59
O 0.94 3.33 -0.14
C 2.07 3.55 -0.96
O 3.09 2.64 -0.61
C 1.76 -1.35 -0.87
C 2.10 -0.51 -1.92
O 3.36 -0.66 -2.41
C 3.82 0.27 -3.36
C 1.17 0.41 -2.39
H -2.61 2.48 -2.23
H -2.80 0.78 -1.74
H -2.03 1.95 -0.63
H -1.38 -0.27 -0.27
H 1.08 -2.56 1.16
H -0.73 -2.90 2.40
H -2.12 -3.88 -0.19
H -4.46 -3.61 -0.96
H -5.84 -1.76 -0.15
H -4.90 -0.09 1.45
H -0.28 0.42 3.94
H 0.71 -1.05 3.68
H 2.78 -0.68 2.54
H 4.16 0.50 0.85
H -0.52 1.95 1.80
H 1.79 3.40 -2.01
H 2.43 4.58 -0.82
H 2.50 -2.06 -0.52
H 3.78 1.29 -2.96
H 4.85 -0.01 -3.57
H 3.24 0.22 -4.29
H 1.38 1.08 -3.21

2S+1   1
SMILES   COc1cc(N[C@@H]2c3ccccc3C(=O)N2Cc2ccc3c(c2)OCO3)cc(OC)c1
Highest occupied orbital energy   -0.2876 hartree

natural (NBO) atomic charge list, values in e, 8 entries: number 1, C, carries -0.2524; number 2, O, carries -0.5133; number 3, C, carries 0.4350; number 4, C, carries -0.4618; number 5, C, carries 0.3085; number 6, N, carries -0.6315; number 7, C, carries 0.1011; number 8, C, carries 0.0745

***

[2]
# C24H22N5O3Sn

A structure of composition C24H22N5O3Sn (wB97M-V/def2-TZVPD, OMol25).

Geometry (Å):
Sn -1.28 -0.31 1.41
O 1.52 -1.58 4.28
C 0.70 -1.50 3.40
N 0.17 -0.34 2.93
C 0.77 0.90 3.45
C 0.45 2.13 2.68
C 1.04 3.35 3.06
C 0.75 4.50 2.32
C -0.13 4.40 1.25
C -0.72 3.19 0.96
N -0.46 2.08 1.68
C 0.29 -2.78 2.66
C 0.53 -4.04 3.19
C 0.06 -5.08 2.45
C -0.59 -4.87 1.26
C -0.88 -3.60 0.82
N -0.45 -2.58 1.51
H 1.86 0.79 3.44
H 0.43 1.12 4.48
H 1.68 3.39 3.93
H 1.19 5.47 2.55
H -0.44 5.36 0.76
H -1.45 3.13 0.16
H 1.07 -4.11 4.13
H 0.25 -6.13 2.71
H -0.99 -5.71 0.72
H -1.52 -3.40 -0.08
C -3.80 -3.38 -2.68
C -2.75 -2.30 -2.46
O -1.64 -2.50 -2.03
C -3.20 -0.92 -2.82
C -2.47 0.15 -2.56
C -2.98 1.56 -2.94
N -1.30 0.07 -1.80
N -0.30 0.69 -2.15
C 0.76 0.59 -1.11
O 0.57 0.05 -0.05
C 2.08 1.10 -1.55
C 2.29 1.72 -2.77
C 3.57 2.14 -3.11
C 4.62 2.01 -2.19
C 4.37 1.46 -0.93
C 3.11 1.02 -0.59
H -3.34 -4.32 -2.47
H -4.63 -3.20 -1.99
H -4.17 -3.33 -3.69
H -4.13 -0.86 -3.37
H -3.85 1.40 -3.60
H -3.29 2.06 -2.01
H -2.28 2.17 -3.50
H 1.50 1.81 -3.47
H 3.77 2.68 -4.04
H 5.61 2.39 -2.41
H 5.14 1.44 -0.19
H 2.91 0.56 0.36

Total charge   +1
2S+1   1
Highest occupied orbital energy   -0.4236 hartree

natural (NBO) atomic charge list, values in e, 8 entries: number 1, Sn, carries 1.3590; number 2, O, carries -0.5970; number 3, C, carries 0.6396; number 4, N, carries -0.8486; number 5, C, carries -0.2691; number 6, C, carries 0.2427; number 7, C, carries -0.2311; number 8, C, carries -0.1288

***

[3]
# C24H23B2F4N6O4S2Ti

A structure of composition C24H23B2F4N6O4S2Ti (wB97M-V/def2-TZVPD, OMol25).

Geometry (Å):
Ti -0.19 -0.37 -0.45
C 3.47 1.25 1.56
C 2.27 0.98 0.73
N 1.64 -0.35 0.84
O 2.70 -1.19 0.41
B 2.49 -2.63 -0.03
F 2.90 -3.52 0.93
F 3.18 -2.75 -1.23
O 1.02 -2.94 -0.24
N 0.52 -2.08 -1.17
C 0.47 -2.38 -2.40
C 0.99 -3.62 -3.01
C -0.23 -1.27 -3.18
N -0.68 -0.37 -2.40
O -1.32 0.70 -2.95
B -0.35 1.89 -3.07
F -1.06 2.92 -3.59
F 0.76 1.47 -3.79
O 0.13 2.35 -1.70
N 0.72 1.43 -0.93
C 1.77 1.86 -0.20
C 2.39 3.21 -0.41
C -0.36 -1.24 -4.65
H 3.72 0.40 2.19
H 3.33 2.13 2.19
H 4.34 1.45 0.92
H 1.08 -4.40 -2.25
H 1.99 -3.44 -3.40
H 0.34 -3.95 -3.82
H 1.74 3.85 -0.99
H 3.33 3.09 -0.95
H 2.61 3.68 0.54
H -0.21 -2.22 -5.09
H 0.38 -0.54 -5.06
H -1.35 -0.85 -4.92
S -0.90 2.64 2.96
C -1.99 3.00 1.66
C -2.80 4.13 1.48
C -3.60 4.17 0.36
C -3.61 3.11 -0.56
C -2.82 2.00 -0.37
C -1.99 1.96 0.75
N -1.10 0.92 1.08
C -0.51 1.16 2.22
C 0.36 0.17 2.91
C 0.13 -0.04 4.27
C 0.81 -1.04 4.96
C 1.72 -1.83 4.29
C 1.99 -1.62 2.94
C 1.31 -0.62 2.26
H -2.79 4.95 2.19
H -4.22 5.04 0.19
H -4.25 3.17 -1.43
H -2.83 1.21 -1.11
H -0.61 0.56 4.78
H 0.61 -1.19 6.01
H 2.25 -2.62 4.81
H 2.72 -2.22 2.42
S -3.33 -3.13 1.62
C -3.62 -3.13 -0.07
C -2.77 -2.29 -0.68
N -1.90 -1.63 0.18
C -2.11 -1.99 1.42
H -4.39 -3.74 -0.51
H -2.73 -2.09 -1.74
H -1.54 -1.60 2.25

Total charge   +1
2S+1   3
Highest occupied orbital energy (spin up / spin down)   -0.4174 / -0.4396 hartree

natural (NBO) atomic charge list, values in e, 8 entries: number 1, Ti, carries 1.7284; number 2, C, carries -0.6922; number 3, C, carries 0.2571; number 4, N, carries -0.2737; number 5, O, carries -0.5694; number 6, B, carries 1.2637; number 7, F, carries -0.5184; number 8, F, carries -0.5268

***

[4]
# C24H23BClMoNP

A structure of composition C24H23BClMoNP (wB97M-V/def2-TZVPD, OMol25).

Geometry (Å):
C 0.09 2.22 -1.10
C 0.82 1.16 -1.70
C -0.11 0.17 -2.18
H 1.90 1.13 -1.84
C -1.44 0.63 -1.88
C -1.31 1.94 -1.29
H -2.12 2.63 -1.10
H 0.53 3.08 -0.60
H 0.13 -0.74 -2.73
H -2.36 0.09 -2.06
Mo -0.40 0.28 0.01
Cl -1.84 -1.43 0.90
P 1.35 -1.79 -0.13
C 0.98 -2.89 -1.57
C 1.96 -3.41 -2.44
H 3.01 -3.16 -2.31
C 1.59 -4.26 -3.49
H 2.36 -4.65 -4.15
C 0.25 -4.62 -3.67
H -0.03 -5.28 -4.49
C -0.72 -4.11 -2.81
H -1.77 -4.38 -2.95
C -0.36 -3.26 -1.77
H -1.13 -2.88 -1.09
C 3.12 -1.34 -0.41
C 3.49 -0.70 -1.60
H 2.78 -0.59 -2.43
C 4.78 -0.18 -1.76
H 5.02 0.37 -2.67
C 5.74 -0.37 -0.77
H 6.75 0.01 -0.90
C 5.39 -1.06 0.40
H 6.14 -1.23 1.18
C 4.09 -1.53 0.59
H 3.83 -2.06 1.51
C 1.48 -3.04 1.21
C 1.86 -4.37 0.97
H 2.05 -4.71 -0.05
C 1.99 -5.26 2.03
H 2.29 -6.29 1.84
C 1.73 -4.84 3.34
H 1.83 -5.54 4.17
C 1.33 -3.52 3.58
H 1.13 -3.19 4.60
C 1.20 -2.62 2.52
H 0.88 -1.60 2.70
B -3.00 3.60 1.35
C -2.08 2.42 1.48
N -1.30 1.53 1.39
H -2.77 4.30 2.32
H -4.20 3.34 1.37
H -2.76 4.31 0.35

Total charge   +1
2S+1   3
Highest occupied orbital energy (spin up / spin down)   -0.4544 / -0.4548 hartree

Löwdin atomic charge list, values in e, 8 entries: number 1, C, carries -0.1259; number 2, C, carries -0.1677; number 3, C, carries -0.2113; number 4, H, carries 0.1031; number 5, C, carries -0.1609; number 6, C, carries -0.1120; number 7, H, carries 0.1072; number 8, H, carries 0.1424

***

[5]
# C24H23BaClO4S

A structure of composition C24H23BaClO4S (wB97M-V/def2-TZVPD, OMol25).

Geometry (Å):
Ba 0.02 0.09 -0.65
C -3.26 2.13 -2.21
C -3.87 2.68 -0.92
C -3.56 4.17 -0.79
C -3.43 1.85 0.27
C -2.60 2.33 1.27
C -2.18 1.51 2.32
C -2.60 0.20 2.44
C -2.24 -0.64 3.64
C -3.43 -0.30 1.42
C -3.83 0.51 0.37
H -3.60 2.69 -3.09
H -3.51 1.08 -2.37
H -2.16 2.22 -2.17
H -4.96 2.58 -0.99
H -2.48 4.34 -0.75
H -3.99 4.60 0.12
H -3.95 4.72 -1.64
H -2.26 3.36 1.23
H -1.52 1.92 3.08
H -3.10 -0.69 4.32
H -1.41 -0.21 4.19
H -1.97 -1.66 3.34
H -3.74 -1.33 1.46
H -4.48 0.09 -0.39
Cl 6.04 4.99 -0.65
C 4.88 3.68 -0.58
C 5.34 2.35 -0.57
C 4.47 1.29 -0.52
C 3.08 1.51 -0.50
O 2.24 0.50 -0.48
C 2.63 2.85 -0.51
C 1.24 3.22 -0.47
O 0.27 2.44 -0.40
C 3.55 3.93 -0.55
H 6.41 2.18 -0.59
H 4.83 0.27 -0.51
H 1.02 4.29 -0.50
H 3.19 4.95 -0.56
O 4.02 -6.85 -1.35
C 2.66 -6.91 -1.35
O 2.12 -7.89 -1.80
C 1.94 -5.75 -0.75
C 0.61 -5.90 -0.36
C -0.09 -4.85 0.20
C 0.49 -3.58 0.40
S -0.36 -2.21 1.10
C 1.83 -3.45 -0.01
C 2.53 -4.51 -0.57
H 4.28 -6.07 -0.83
H 0.14 -6.87 -0.52
H -1.12 -5.00 0.51
H 2.32 -2.50 0.13
H 3.55 -4.32 -0.90

2S+1   1
Highest occupied orbital energy   -0.2711 hartree

Löwdin atomic charge list, values in e, 8 entries: number 1, Ba, carries 1.7915; number 2, C, carries -0.0682; number 3, C, carries -0.3800; number 4, C, carries -0.0800; number 5, C, carries -0.2256; number 6, C, carries -0.0510; number 7, C, carries -0.0462; number 8, C, carries -0.3061

***

[6]
# C24H23BaClO4S

A structure of composition C24H23BaClO4S (wB97M-V/def2-TZVPD, OMol25).

Geometry (Å):
Ba 0.71 -0.71 -0.18
C -0.72 3.04 1.84
C -0.25 3.22 0.40
C -0.62 4.61 -0.12
C -0.80 2.15 -0.53
C -0.14 1.89 -1.74
C -0.61 0.92 -2.62
C -1.77 0.18 -2.33
C -2.26 -0.87 -3.28
C -2.42 0.45 -1.13
C -1.94 1.41 -0.24
H -0.20 3.75 2.49
H -0.51 2.04 2.22
H -1.79 3.23 1.94
H 0.84 3.13 0.39
H -1.70 4.74 -0.13
H -0.25 4.76 -1.14
H -0.19 5.38 0.52
H 0.76 2.43 -1.98
H -0.06 0.71 -3.53
H -1.51 -1.66 -3.39
H -2.45 -0.44 -4.26
H -3.18 -1.32 -2.92
H -3.31 -0.10 -0.87
H -2.47 1.58 0.69
Cl 2.67 -6.45 -5.22
C 1.96 -5.28 -4.16
C 0.65 -5.47 -3.69
C 0.07 -4.57 -2.85
C 0.76 -3.41 -2.41
O 0.20 -2.58 -1.59
C 2.07 -3.22 -2.91
C 2.86 -2.04 -2.63
O 2.53 -1.05 -1.98
C 2.66 -4.17 -3.77
H 0.11 -6.35 -4.01
H -0.94 -4.71 -2.48
H 3.88 -2.06 -3.06
H 3.67 -4.00 -4.13
O -1.23 2.13 6.62
C -1.52 1.29 5.60
O -2.65 0.93 5.43
C -0.38 0.88 4.73
C -0.54 -0.25 3.94
C 0.48 -0.68 3.10
C 1.66 0.06 2.92
S 2.94 -0.35 1.80
C 1.80 1.20 3.75
C 0.82 1.59 4.63
H -0.27 2.23 6.71
H -1.45 -0.82 4.05
H 0.36 -1.64 2.63
H 2.71 1.78 3.65
H 0.98 2.50 5.21

2S+1   1
Highest occupied orbital energy   -0.2797 hartree

Löwdin atomic charge list, values in e, 8 entries: number 1, Ba, carries 1.8527; number 2, C, carries -0.0628; number 3, C, carries -0.3790; number 4, C, carries -0.0530; number 5, C, carries -0.2798; number 6, C, carries -0.1076; number 7, C, carries -0.0866; number 8, C, carries -0.3060

***

Energy relative to the best compared isomer or geometry (same formula, charge and spin), record by record: 105.3; 0.0; 0.0; 0.0; 85.8; 0.0 kJ/mol